(1)
A molecular structure, C19H18ClN6O10W. Source: the OMol25 dataset; level of theory: the ωB97M-V functional and the def2-TZVPD basis.

## Properties
- spin multiplicity = 3
- Kohn-Sham gap (spin up / spin down) (Ha) = 0.26873 / 0.25231
- HOMO level (spin up / spin down) (eV) = -12.243 / -12.791
- ⟨S²⟩ = 2.022
- net charge = +1

Atoms and positions in Å:
W  1.064  -0.956  -1.844
O  2.812  -0.517  -0.809
N  2.754  0.145  0.304
N  1.615  0.620  0.509
O  0.670  0.422  -0.391
C  1.294  1.407  1.667
C  2.139  1.368  2.767
C  1.817  2.148  3.863
C  0.675  2.939  3.852
C  -0.158  2.955  2.742
C  0.147  2.183  1.633
H  3.020  0.742  2.763
H  2.459  2.134  4.733
H  0.432  3.544  4.715
H  -1.047  3.570  2.738
H  -0.491  2.179  0.760
Cl  1.948  -0.933  -4.716
C  2.696  -1.378  -3.165
H  3.562  -0.746  -3.005
H  2.977  -2.429  -3.192
O  -0.410  -3.313  -3.180
N  0.215  -2.449  -2.765
C  0.423  -5.208  1.504
C  -0.260  -3.832  1.558
C  -0.010  -3.162  2.917
C  -1.771  -3.978  1.303
C  0.293  -2.990  0.502
C  0.756  -2.263  -0.363
H  0.003  -5.842  2.285
H  1.497  -5.121  1.672
H  0.256  -5.692  0.542
H  -0.429  -3.786  3.707
H  -0.487  -2.183  2.963
H  1.058  -3.044  3.103
H  -2.205  -4.589  2.095
H  -1.962  -4.465  0.348
H  -2.266  -3.007  1.302
O  -1.856  6.056  -1.867
N  -2.512  5.102  -1.515
O  -3.594  5.135  -0.974
C  -1.943  3.766  -1.785
C  -0.678  3.681  -2.327
C  -0.153  2.424  -2.541
C  -0.868  1.249  -2.268
O  -0.384  0.079  -2.632
C  -2.134  1.399  -1.684
C  -2.682  2.645  -1.459
N  -2.899  0.223  -1.249
O  -2.274  -0.791  -0.996
O  -4.089  0.366  -1.106
N  1.217  2.321  -3.033
O  1.645  3.209  -3.713
O  1.900  1.348  -2.681
H  -0.115  4.574  -2.562
H  -3.667  2.739  -1.024

Cartesian forces, eV/Å:
0.148 0.328 0.606
-0.094 -0.133 -0.110
-0.057 0.031 0.073
0.118 -0.150 -0.137
-0.038 0.094 0.027
-0.016 0.094 0.146
0.005 -0.024 -0.056
-0.002 0.007 0.008
-0.010 0.006 -0.001
0.012 0.001 0.018
0.013 -0.040 -0.053
0.003 0.002 0.005
0.005 -0.004 -0.003
0.001 -0.001 0.001
-0.002 -0.002 -0.006
-0.002 -0.001 0.002
0.064 -0.075 -0.255
-0.049 0.090 -0.168
-0.037 0.009 0.076
-0.008 0.004 0.072
0.063 -0.146 0.120
0.061 0.220 -0.319
0.004 0.015 -0.003
-0.017 -0.042 0.031
0.003 0.006 -0.008
0.003 0.006 -0.007
0.083 0.024 0.045
-0.227 -0.018 -0.137
-0.005 0.003 0.004
0.001 -0.004 -0.004
0.004 -0.003 0.000
-0.003 -0.005 -0.002
0.003 0.001 0.001
0.000 0.003 0.003
0.007 -0.003 0.004
-0.003 0.001 -0.001
-0.002 0.001 -0.002
0.040 0.012 0.050
-0.089 -0.006 -0.138
0.011 0.003 0.051
0.028 -0.047 0.046
0.085 0.052 -0.042
-0.169 -0.116 0.095
-0.069 0.225 -0.005
-0.056 -0.373 0.104
0.182 0.083 -0.179
-0.046 0.014 0.050
-0.048 -0.088 0.278
-0.010 0.029 -0.069
-0.012 -0.020 -0.114
0.164 -0.024 -0.075
-0.017 0.013 0.043
-0.034 -0.049 -0.064
0.000 -0.006 0.000
0.011 0.005 -0.006



(2)
A molecular structure, C56H144F6N12O16Zn. Source: the OMol25 dataset; level of theory: the ωB97M-V functional and the def2-TZVPD basis.

## Properties
- Kohn-Sham gap (Ha) = 0.30734
- HOMO level (eV) = -8.456
- net charge = 0

Atoms and positions in Å:
Zn  2.698  0.565  2.112
C  4.735  -0.248  0.446
O  4.289  -0.855  1.651
O  3.804  0.824  0.423
C  6.284  -0.073  0.428
F  6.718  0.852  -0.430
F  6.592  0.416  1.606
F  6.889  -1.217  0.183
C  4.619  -2.294  1.822
C  4.144  -2.678  3.196
H  3.060  -2.783  3.241
H  4.674  -3.588  3.479
H  4.521  -1.972  3.935
H  5.699  -2.442  1.846
H  4.062  -2.932  1.135
H  4.568  -1.005  -0.320
C  0.390  -1.032  2.155
O  0.990  -0.548  0.947
O  1.361  -0.608  3.116
C  -1.073  -0.537  2.437
F  -1.960  -1.122  1.640
F  -1.456  -0.723  3.695
F  -1.271  0.744  2.255
C  0.530  -1.074  -0.315
C  1.246  -0.319  -1.447
H  2.302  -0.546  -1.595
H  0.770  -0.468  -2.416
H  1.268  0.761  -1.302
H  -0.532  -0.933  -0.517
H  0.801  -2.116  -0.484
H  0.414  -2.119  2.085
C  -3.607  3.873  -8.271
C  -3.211  3.337  -6.880
C  -1.784  2.736  -6.901
O  -1.484  2.052  -5.682
C  -0.120  1.791  -5.399
N  -3.265  4.496  -5.998
H  -3.760  3.050  -8.968
H  -2.973  4.607  -8.768
H  -4.617  4.283  -8.254
H  -3.930  2.580  -6.567
H  -0.986  3.440  -7.135
H  -1.816  2.053  -7.751
H  0.278  2.760  -5.098
H  0.462  1.400  -6.234
H  -0.062  1.076  -4.578
H  -3.124  4.176  -5.050
H  -4.261  4.665  -6.012
C  0.232  -2.158  -4.687
C  1.218  -3.391  -4.650
C  0.626  -4.459  -3.685
O  0.493  -4.039  -2.312
C  -0.045  -5.123  -1.557
N  1.384  -3.886  -5.981
H  -0.179  -1.950  -3.700
H  -0.704  -2.391  -5.195
H  0.640  -1.252  -5.136
H  2.206  -3.206  -4.229
H  1.277  -5.331  -3.749
H  -0.356  -4.766  -4.044
H  0.568  -6.019  -1.654
H  -1.092  -5.257  -1.830
H  -0.150  -4.893  -0.497
H  1.571  -3.198  -6.697
H  0.533  -4.257  -6.377
C  2.415  3.064  -2.722
C  3.844  3.601  -2.635
C  3.982  4.839  -1.702
O  3.321  5.891  -2.401
C  3.177  7.107  -1.668
N  4.595  2.449  -2.112
H  1.844  3.853  -3.209
H  2.055  2.738  -1.746
H  2.359  2.147  -3.309
H  4.192  3.818  -3.645
H  5.032  5.123  -1.764
H  3.463  4.740  -0.748
H  2.768  7.901  -2.292
H  4.150  7.498  -1.368
H  2.506  7.126  -0.809
H  4.185  2.101  -1.257
H  5.521  2.753  -1.849
C  -4.193  -3.668  1.164
C  -4.088  -4.207  2.600
C  -2.662  -4.204  3.130
O  -2.508  -4.714  4.454
C  -1.200  -4.685  5.050
N  -5.097  -3.477  3.362
H  -4.196  -2.580  1.105
H  -5.148  -4.040  0.794
H  -3.342  -4.134  0.667
H  -4.386  -5.246  2.459
H  -2.211  -3.211  3.134
H  -2.065  -4.804  2.443
H  -1.119  -4.575  6.131
H  -0.727  -3.761  4.718
H  -0.570  -5.533  4.781
H  -5.160  -3.696  4.346
H  -4.762  -2.531  3.477
C  4.261  -0.884  -4.249
C  4.519  -0.315  -5.642
C  5.443  0.917  -5.600
O  5.560  1.630  -6.839
C  4.367  2.153  -7.459
N  5.015  -1.344  -6.538
H  3.540  -0.311  -3.665
H  5.138  -0.867  -3.602
H  3.796  -1.867  -4.315
H  3.546  -0.145  -6.104
H  6.429  0.522  -5.355
H  5.052  1.689  -4.936
H  4.110  3.017  -6.847
H  3.513  1.476  -7.443
H  4.647  2.574  -8.425
H  5.947  -1.602  -6.247
H  5.056  -0.953  -7.468
C  3.599  3.245  5.191
C  2.889  2.293  4.192
C  2.183  3.136  3.127
O  1.517  2.289  2.157
C  0.894  3.028  1.055
N  3.885  1.384  3.600
H  4.501  3.678  4.759
H  3.864  2.732  6.115
H  2.907  4.008  5.546
H  2.053  1.739  4.621
H  2.930  3.791  2.679
H  1.501  3.791  3.670
H  0.121  3.644  1.512
H  0.484  2.328  0.327
H  1.680  3.516  0.478
H  4.298  0.876  4.368
H  4.678  1.940  3.314
C  -2.102  1.799  -1.804
C  -2.783  3.059  -2.262
C  -1.660  4.193  -2.505
O  -0.948  4.534  -1.268
C  -0.232  5.791  -1.315
N  -3.537  2.799  -3.518
H  -1.539  2.001  -0.892
H  -1.428  1.267  -2.475
H  -2.879  1.103  -1.489
H  -3.526  3.422  -1.552
H  -2.122  5.070  -2.959
H  -0.843  3.816  -3.121
H  -0.663  6.524  -1.997
H  0.786  5.690  -1.692
H  -0.218  6.166  -0.291
H  -2.914  2.506  -4.257
H  -4.224  2.062  -3.460
C  -0.952  -1.171  10.863
C  -0.190  -0.027  10.058
C  -0.620  -0.200  8.506
O  -0.049  -1.434  8.022
C  -0.056  -1.580  6.605
N  -0.739  1.207  10.538
H  -2.023  -0.982  10.944
H  -0.541  -1.132  11.872
H  -0.649  -2.155  10.507
H  0.884  -0.134  10.212
H  -0.314  0.629  7.868
H  -1.703  -0.302  8.435
H  -1.108  -1.740  6.370
H  0.611  -2.322  6.165
H  0.374  -0.661  6.206
H  -0.517  1.496  11.480
H  -0.319  1.934  9.975
C  -4.030  3.388  1.341
C  -4.039  2.584  2.647
C  -3.001  3.140  3.684
O  -2.975  2.069  4.631
C  -1.995  2.159  5.624
N  -5.383  2.519  3.159
H  -4.621  4.303  1.299
H  -4.555  2.817  0.576
H  -2.995  3.628  1.097
H  -3.833  1.564  2.321
H  -3.113  4.139  4.105
H  -2.056  3.142  3.142
H  -2.295  1.405  6.352
H  -2.202  3.083  6.163
H  -0.963  2.104  5.278
H  -5.793  3.438  3.068
H  -5.178  2.437  4.144
C  6.261  -6.979  -1.998
C  5.709  -5.974  -3.044
C  5.744  -4.589  -2.395
O  4.898  -4.395  -1.242
C  3.517  -4.175  -1.506
N  6.554  -5.942  -4.238
H  5.596  -7.126  -1.146
H  7.272  -6.755  -1.657
H  6.300  -7.934  -2.522
H  4.732  -6.375  -3.315
H  5.444  -3.838  -3.126
H  6.753  -4.408  -2.023
H  3.167  -5.015  -2.105
H  3.306  -3.205  -1.957
H  3.062  -4.157  -0.516
H  6.758  -6.927  -4.324
H  5.954  -5.678  -5.006
C  -4.099  -1.307  6.181
C  -5.212  -0.819  5.242
C  -6.038  0.398  5.741
O  -6.882  -0.052  6.750
C  -7.715  1.066  7.235
N  -4.603  -0.556  3.946
H  -3.177  -0.732  6.267
H  -3.683  -2.200  5.716
H  -4.534  -1.622  7.129
H  -5.992  -1.528  4.963
H  -6.661  0.838  4.962
H  -5.402  1.203  6.110
H  -8.410  0.581  7.920
H  -8.376  1.535  6.507
H  -7.171  1.861  7.745
H  -5.141  0.134  3.442
H  -3.769  0.009  4.018
C  -6.305  -1.200  -4.265
C  -5.041  -0.408  -3.952
C  -3.805  -1.345  -3.737
O  -3.975  -2.193  -2.624
C  -2.945  -3.211  -2.402
N  -4.864  0.513  -5.015
H  -6.534  -1.946  -3.505
H  -6.166  -1.677  -5.236
H  -7.246  -0.651  -4.262
H  -5.251  0.210  -3.079
H  -2.899  -0.748  -3.633
H  -3.676  -1.962  -4.627
H  -3.331  -3.921  -1.670
H  -2.007  -2.817  -2.011
H  -2.695  -3.805  -3.280
H  -5.641  1.158  -5.019
H  -5.013  0.002  -5.873

Cartesian forces, eV/Å:
-0.225 -1.568 -0.885
-3.239 0.426 -0.281
1.728 -2.830 0.518
2.383 -0.302 -0.673
-2.474 1.855 0.128
0.064 -0.121 -0.965
1.379 0.031 2.028
0.565 -0.452 0.010
-0.559 1.087 1.233
0.381 -0.078 0.466
0.131 0.072 0.267
-0.419 -0.425 -0.103
-0.354 0.332 0.016
-0.088 0.077 -0.775
0.491 0.358 -0.682
-0.301 0.036 -0.776
3.225 0.775 1.611
-1.629 -0.066 -1.033
-1.901 -0.115 -1.092
0.835 0.005 -0.018
-0.388 -1.096 -0.600
0.244 -1.090 0.877
0.622 2.223 -0.742
0.956 0.793 -1.328
0.339 0.625 -0.072
0.053 -0.431 0.361
-0.232 -0.277 0.110
-0.331 0.059 0.306
-0.220 -0.057 0.662
-0.201 -0.337 0.648
-0.627 -0.374 0.111
-0.674 -1.107 -0.456
1.557 1.148 -0.606
-0.528 -0.506 -0.245
-0.704 -0.463 -0.345
-0.415 0.920 -0.032
-0.302 -0.095 0.018
0.385 -0.284 -0.162
0.323 -0.033 0.536
-0.012 0.364 0.421
0.123 -0.439 -0.092
-0.202 0.587 0.160
0.316 -0.594 -0.020
0.704 -0.113 0.166
-0.155 -0.066 -0.299
-0.133 0.105 0.036
0.053 0.075 0.255
-0.275 0.850 0.337
0.169 -0.484 1.043
-1.835 1.356 1.035
0.118 0.065 -0.474
0.347 -0.178 -0.552
-0.402 0.596 0.156
0.129 -1.484 -1.191
0.516 0.353 0.341
0.217 -0.454 -0.643
0.190 -0.081 0.063
-0.064 0.690 -0.107
0.126 -0.238 0.129
-0.310 -0.062 -0.146
-0.173 -0.163 -0.167
-0.039 -0.598 -0.534
0.655 0.516 0.039
0.743 0.639 0.524
-0.462 -0.504 0.515
0.190 0.678 -0.504
-0.491 -1.707 1.567
-0.652 0.288 -2.565
-1.101 1.224 0.269
0.507 0.368 -0.586
0.734 0.697 -0.427
-0.693 -0.220 0.338
-0.209 0.576 0.171
0.273 0.112 -0.361
0.154 0.394 0.090
0.325 -0.235 1.192
0.670 -0.466 0.397
-0.046 -0.367 -0.578
0.245 -0.164 0.300
-0.006 -0.826 0.322
-0.306 -0.288 0.362
0.400 -0.148 -0.023
0.421 -0.522 0.775
-0.757 0.184 0.274
1.180 0.192 0.378
-0.496 -0.689 1.204
-0.012 1.063 -1.283
0.083 0.067 0.566
0.283 -0.060 0.003
0.184 0.095 -0.319
-0.116 0.325 -0.748
-0.104 -0.248 0.605
-0.197 0.427 -0.215
0.233 -0.259 -0.220
-1.179 -0.327 0.159
0.423 0.049 -0.364
-0.141 -0.173 -0.332
0.088 -1.144 0.170
0.059 0.776 -0.779
-0.357 0.336 0.379
-0.429 -0.143 -0.065
-1.684 0.591 -0.822
0.253 -1.018 -1.361
1.030 0.567 1.776
0.197 -0.394 0.165
-0.082 0.489 -0.241
0.294 -0.404 -0.177
0.486 -0.177 -0.121
-0.234 0.834 0.334
0.132 0.519 0.162
0.220 -0.379 0.970
-0.555 0.260 0.073
0.161 -0.162 -0.450
-0.087 -0.603 -0.104
0.317 -0.195 -0.244
0.321 -0.060 -0.166
-1.079 -0.505 0.314
0.054 1.240 0.238
0.337 -0.158 -0.196
0.296 1.078 0.298
0.692 -0.812 0.445
-0.395 0.375 0.650
-0.139 0.137 -0.068
0.241 -0.321 -0.153
0.107 0.346 -0.265
0.437 -0.496 0.460
0.042 0.051 -0.626
-0.484 -0.081 -0.228
0.118 0.290 -0.485
-0.290 -0.294 0.564
-0.084 0.688 0.339
-0.242 -0.802 0.059
0.106 0.248 -0.749
-0.241 -0.454 1.721
1.206 0.522 -1.662
-0.159 -0.790 0.992
-0.816 0.644 -0.479
-0.306 -0.811 -0.204
0.404 1.140 0.286
0.216 0.017 0.162
-0.123 0.445 -0.505
-0.039 -0.332 -0.084
0.349 0.018 0.301
0.040 0.153 0.063
-0.397 -0.249 -0.730
-0.587 0.025 0.157
0.233 -0.466 0.137
0.031 0.118 -0.097
0.305 -0.376 0.014
0.155 0.036 0.480
1.917 0.780 -0.068
-2.422 -2.303 -0.669
0.988 -1.227 1.105
0.908 -0.003 0.795
-0.354 1.353 0.609
0.020 1.507 -0.799
0.097 -0.143 -0.442
-0.136 0.070 0.307
-0.503 0.014 -0.301
0.142 -0.139 -0.368
0.275 0.282 0.020
-0.250 0.286 0.247
0.143 0.004 -0.945
-0.187 -0.590 0.860
-0.534 0.341 -0.559
0.114 -0.677 0.314
-0.174 0.496 -0.165
-0.104 -0.135 -0.045
0.006 1.844 -1.275
0.182 -2.579 -1.459
-0.042 0.504 -0.440
-1.281 0.496 0.933
-0.119 0.230 0.921
0.150 0.394 0.802
0.553 -0.371 -0.237
-0.102 -0.089 -0.580
1.004 0.008 0.524
-0.712 0.008 0.215
0.453 0.088 0.015
0.696 -0.392 -0.097
0.617 0.485 0.158
0.015 -0.216 -0.123
-0.296 0.231 -0.063
-0.866 -0.400 0.622
-0.219 -0.320 -1.033
0.469 -0.057 1.882
-1.383 0.442 0.263
0.474 -0.129 -0.211
0.918 -0.472 0.444
-0.097 -0.339 0.761
0.021 0.325 -0.036
-0.049 0.246 -0.016
0.143 -0.362 0.158
-0.518 0.531 0.217
0.302 0.260 -0.266
0.022 0.057 -0.287
-0.581 0.195 -0.081
0.125 0.058 -0.410
-0.324 -0.236 -0.144
0.469 -0.111 -0.878
0.149 0.015 -0.367
-0.858 -1.349 -0.420
0.076 1.691 -0.523
0.706 -0.536 -0.139
-1.513 1.832 1.159
-0.141 -1.820 0.312
0.601 0.969 -0.826
-0.569 0.923 0.172
-0.193 -0.463 -0.026
0.336 0.270 0.211
0.125 -0.732 0.899
0.119 -0.168 -0.588
0.454 0.190 0.140
0.199 0.148 0.308
0.390 -0.173 -0.755
0.434 -0.203 -0.001
-0.946 -0.265 -0.386
0.673 -0.285 0.645
-0.341 -1.061 0.987
-1.013 -1.115 1.113
-0.216 0.383 -0.129
0.529 -0.999 0.537
-0.829 0.661 -0.102
0.944 0.854 -1.460
0.415 -0.456 -0.063
-0.177 -0.222 -0.030
0.297 0.709 -0.350
0.389 -0.313 0.554
0.126 0.314 0.029
-0.034 -0.077 -0.447
-0.244 0.306 0.045
0.000 0.446 0.002
-0.218 0.231 -0.510
-0.095 0.284 0.180
0.342 -0.044 -0.462



(3)
A single C3H6N2O molecule. Source: the OMol25 dataset; level of theory: the ωB97M-V functional and the def2-TZVPD basis.

## Properties
- Kohn-Sham gap (Ha) = 0.35819
- HOMO level (eV) = -8.925
- net charge = 0

Atoms and positions in Å:
C  1.557  -0.691  0.316
N  0.315  -0.126  -0.129
C  -0.807  -0.672  -0.476
N  -1.724  0.255  -0.224
C  -0.571  1.330  0.216
O  -0.524  1.786  1.336
H  2.393  -0.202  -0.190
H  1.605  -1.769  0.121
H  1.659  -0.521  1.393
H  -0.979  -1.669  -0.887
H  -2.567  0.365  -0.776
H  -0.356  1.914  -0.700

Cartesian forces, eV/Å:
0.151 -0.044 0.003
-0.142 -0.146 0.011
0.169 0.031 0.036
-0.123 -0.056 -0.045
0.082 0.238 -0.063
-0.127 -0.160 -0.184
-0.086 -0.083 0.067
-0.035 0.145 0.020
0.007 -0.043 -0.131
0.054 0.114 0.071
0.104 0.083 0.102
-0.054 -0.079 0.113



no.,largest force on an atom (eV Å⁻¹)
1,0.7
2,3.7
3,0.3